Run i
Here is a single C23H28N2O5 molecule from the Open Molecules 2025 dataset. Energies are from ωB97M-V/def2-TZVPD.

Properties
LUMO level (eV): 0.6
Frontier orbital gap (eV): 8.68
2S+1: 1
Structure (SMILES): CCCCOc1ccc(C(=O)Nc2ccc(OCC(=O)N3CCOCC3)cc2)cc1

The geometry in XYZ format:
```
58
C23H28N2O5 | the Open Molecules 2025 dataset | ωB97M-V/def2-TZVPD
C 9.26 0.54 2.50
C 8.99 0.17 1.05
C 8.10 1.19 0.36
C 7.78 0.79 -1.08
O 7.07 -0.43 -1.16
C 5.74 -0.47 -0.86
C 4.94 0.63 -0.58
C 3.59 0.46 -0.32
C 3.01 -0.81 -0.33
C 3.83 -1.91 -0.59
C 5.17 -1.75 -0.86
H 5.80 -2.59 -1.07
H 3.39 -2.89 -0.57
C 1.58 -1.06 -0.04
O 1.20 -2.10 0.47
N 0.75 -0.04 -0.41
C -0.64 0.06 -0.27
C -1.41 -0.89 0.39
C -2.77 -0.72 0.50
C -3.40 0.40 -0.05
C -2.63 1.35 -0.71
C -1.27 1.18 -0.82
H -0.68 1.93 -1.33
H -3.08 2.23 -1.14
O -4.76 0.46 0.11
C -5.45 1.57 -0.41
C -6.93 1.49 -0.02
O -7.46 2.40 0.57
N -7.61 0.39 -0.42
C -7.08 -0.79 -1.06
H -7.70 -1.02 -1.93
C -7.15 -1.96 -0.07
H -6.49 -1.74 0.78
O -8.47 -2.17 0.37
C -8.99 -1.01 0.99
H -8.40 -0.78 1.89
C -8.97 0.19 0.04
H -9.61 -0.01 -0.82
H -9.29 1.09 0.56
H -10.01 -1.26 1.29
H -6.83 -2.89 -0.55
H -6.05 -0.64 -1.38
H -5.07 2.51 0.02
H -5.36 1.62 -1.51
H -3.38 -1.45 1.01
H -0.93 -1.76 0.81
H 1.18 0.73 -0.90
H 3.00 1.33 -0.07
H 5.35 1.63 -0.55
H 8.71 0.59 -1.62
H 7.24 1.59 -1.60
H 7.17 1.29 0.93
H 8.59 2.17 0.34
H 8.50 -0.81 1.01
H 9.94 0.09 0.51
H 8.34 0.60 3.06
H 9.76 1.51 2.56
H 9.91 -0.20 2.97
```

=====

Run ii
Here is a single C23H28N2O5 molecule from the Open Molecules 2025 dataset. Energies are from ωB97M-V/def2-TZVPD.

Properties
LUMO level (eV): 0.7
Frontier orbital gap (eV): 7.98
2S+1: 1
Structure (SMILES): COC(=O)C1=CO[C@H](C)[C@H]2CN3CCc4c([nH]c5cc(OC)c(OC)cc45)[C@H]3C[C@@H]12

The geometry in XYZ format:
```
58
C23H28N2O5 | the Open Molecules 2025 dataset | ωB97M-V/def2-TZVPD
C -0.22 6.06 3.84
H 0.40 6.63 4.54
H -0.87 6.72 3.27
H -0.84 5.34 4.39
O 0.69 5.38 2.98
C 0.11 4.64 2.01
O -1.09 4.54 1.89
C 1.09 3.97 1.15
C 2.41 4.18 1.29
O 3.37 3.59 0.58
C 2.98 2.50 -0.25
C 4.13 2.25 -1.21
H 5.06 2.16 -0.65
H 4.22 3.08 -1.91
H 3.97 1.33 -1.77
C 1.65 2.77 -0.97
C 1.22 1.55 -1.80
N -0.23 1.52 -1.91
C -0.73 0.72 -3.01
C -0.41 -0.78 -2.89
C -0.74 -1.21 -1.50
C -0.95 -0.31 -0.49
N -1.24 -0.98 0.67
C -1.22 -2.32 0.42
C -1.46 -3.40 1.25
C -1.37 -4.69 0.74
C -1.03 -4.89 -0.63
C -0.81 -3.80 -1.46
C -0.90 -2.51 -0.94
H -0.56 -3.94 -2.49
O -0.92 -6.19 -1.06
C -0.61 -6.43 -2.41
H -0.59 -7.51 -2.52
H -1.38 -6.01 -3.07
H 0.37 -6.02 -2.68
O -1.60 -5.68 1.66
C -2.08 -6.94 1.25
H -1.29 -7.55 0.81
H -2.44 -7.41 2.16
H -2.90 -6.84 0.54
H -1.71 -3.28 2.29
H -1.46 -0.55 1.55
C -0.87 1.18 -0.64
C -0.12 1.83 0.54
H -0.82 2.07 1.33
H 0.64 1.15 0.93
C 0.55 3.11 0.04
H -0.23 3.69 -0.47
H -1.88 1.60 -0.68
H -1.01 -1.34 -3.62
H 0.64 -0.96 -3.12
H -0.32 1.13 -3.93
H -1.81 0.86 -3.03
H 1.61 0.63 -1.33
H 1.63 1.61 -2.80
H 1.80 3.63 -1.63
H 2.85 1.62 0.41
H 2.81 4.86 2.02
```

=====

Relative energy table, unit hartree: run i 0.0000; run ii 0.0207

=====

Run i
Here is a single C3H10N4O molecule from the Open Molecules 2025 dataset. Energies are from ωB97M-V/def2-TZVPD.

Properties
LUMO level (eV): 0.3
Frontier orbital gap (eV): 9.27
2S+1: 1
Structure (SMILES): [H]/N=C(/N(C)N)N(C)O

The geometry in XYZ format:
```
18
C3H10N4O | the Open Molecules 2025 dataset | ωB97M-V/def2-TZVPD
C -2.25 0.16 -0.57
C -0.14 0.47 -0.13
C 1.52 -1.08 -0.89
H -2.55 0.92 0.33
H -2.25 0.74 -1.58
H -3.23 -0.55 -0.35
H -0.75 -0.30 1.80
H -0.24 -1.94 1.06
H 0.37 2.31 -0.17
H 0.53 -1.50 -1.15
H 2.14 -2.02 -0.24
H 2.35 -0.80 -1.66
H 2.55 1.17 -0.29
N -1.19 -0.50 -0.26
N -1.02 -1.14 1.18
N -0.48 1.66 0.09
N 1.08 -0.08 -0.03
O 2.19 0.62 0.61
```

=====

Run ii
Here is a molecular structure, C3H10N4O from the Open Molecules 2025 dataset. Energies are from ωB97M-V/def2-TZVPD.

Properties
LUMO level (eV): 0.8
Frontier orbital gap (eV): 9.31
2S+1: 1

The geometry in XYZ format:
```
18
C3H10N4O | the Open Molecules 2025 dataset | ωB97M-V/def2-TZVPD
C 1.29 0.62 0.64
C -1.16 -1.19 1.31
N 1.53 -0.38 -0.25
N -0.85 -0.10 0.40
C -0.21 -0.52 -0.95
N 1.32 1.88 0.17
N -0.53 0.56 -1.88
O -0.23 -1.69 -1.35
H 1.51 -1.33 0.08
H -1.60 0.58 0.32
H 1.57 0.51 1.69
H 1.35 2.65 0.82
H 1.06 1.96 -0.81
H -1.49 0.45 -2.17
H 0.06 0.44 -2.69
H -0.23 -1.53 1.78
H -1.81 -0.86 2.12
H -1.58 -2.06 0.79
```

=====

Relative energy table, unit hartree: run i 0.1964; run ii 0.0000

=====

Run i
Here is 7 unconnected molecules or ions with the total composition C4H23NO7 from the Open Molecules 2025 dataset. Energies are from ωB97M-V/def2-TZVPD.

Properties
LUMO level (eV): 0.4
Frontier orbital gap (eV): 9.36
2S+1: 1
Structure (SMILES): COC[C@H](C)N.O.O.O.O.O.O

The geometry in XYZ format:
```
35
C4H23NO7 | the Open Molecules 2025 dataset | ωB97M-V/def2-TZVPD
O -4.12 2.83 0.60
H -5.05 3.08 0.54
H -3.65 3.67 0.58
O -1.33 1.56 4.41
H -0.87 0.74 4.59
H -1.84 1.39 3.62
O 1.14 6.77 4.98
H 0.55 6.44 5.65
H 1.79 6.08 4.88
O -1.19 4.40 8.06
H -1.15 3.79 7.33
H -1.73 3.95 8.72
O 0.35 -2.71 6.46
H 0.66 -2.85 7.35
H -0.27 -3.42 6.31
O -5.42 -1.80 1.03
H -5.08 -0.94 0.82
H -6.34 -1.77 0.78
C 1.90 -1.65 -6.87
C 2.50 -1.54 -5.51
C 1.36 -1.70 -4.32
O 2.12 -1.47 -3.15
C 1.52 -1.80 -1.90
N 3.56 -2.51 -5.22
H 2.59 -1.49 -7.69
H 1.00 -1.05 -6.98
H 1.45 -2.64 -6.96
H 2.84 -0.51 -5.39
H 0.88 -2.67 -4.23
H 0.63 -0.89 -4.45
H 1.27 -2.85 -1.78
H 0.62 -1.20 -1.71
H 2.19 -1.49 -1.10
H 3.23 -3.46 -5.16
H 3.89 -2.29 -4.29
```

=====

Run ii
Here is a molecular structure, C4H23NO7 from the Open Molecules 2025 dataset. Energies are from ωB97M-V/def2-TZVPD.

Properties
LUMO level (eV): -0.4
Frontier orbital gap (eV): 6.84
2S+1: 1

The geometry in XYZ format:
```
35
C4H23NO7 | the Open Molecules 2025 dataset | ωB97M-V/def2-TZVPD
C 0.52 -0.91 -1.80
C 1.01 -0.98 -0.32
C 1.85 0.20 0.13
O 3.05 0.23 -0.58
C 3.99 1.12 0.04
N -0.17 -1.15 0.44
H 1.36 -0.60 -2.42
H -0.27 -0.19 -2.03
H 0.11 -1.89 -2.06
H 1.64 -1.84 -0.08
H 2.08 -0.01 1.17
H 1.33 1.16 0.09
H 4.22 0.81 1.06
H 3.63 2.14 -0.02
H 4.90 1.03 -0.56
H -0.58 -1.97 0.03
H -0.83 -0.43 0.17
O -0.49 1.96 -1.85
H -0.58 1.34 -1.13
H 0.44 1.93 -2.09
O -2.76 -1.89 0.97
H -2.33 -1.18 1.44
H -3.41 -1.45 0.42
O -2.11 -0.18 1.71
H -2.93 0.30 1.84
H -1.85 -0.47 2.59
O 0.30 -0.10 2.22
H 1.18 -0.32 2.54
H 0.35 -0.24 1.27
O -1.03 0.60 0.07
H -1.41 0.29 0.89
H -1.78 0.89 -0.45
O -2.89 0.85 -1.06
H -3.20 0.86 -1.97
H -3.34 0.12 -0.66
```

=====

Relative energy table, unit hartree: run i 0.0000; run ii 0.4234

=====

Run i
Here is a single C4H3I molecule from the Open Molecules 2025 dataset. Energies are from ωB97M-V/def2-TZVPD.

Properties
LUMO level (eV): -0.3
Frontier orbital gap (eV): 8.10
2S+1: 1

The geometry in XYZ format:
```
8
C4H3I | the Open Molecules 2025 dataset | ωB97M-V/def2-TZVPD
C -1.22 2.51 0.07
C -1.41 1.33 0.08
C 1.31 -1.72 -0.05
C 0.61 -0.64 -0.31
I -1.57 -0.70 0.12
H 1.01 -2.70 0.31
H 2.37 -1.64 -0.24
H -1.09 3.55 0.02
```

=====

Run ii
Here is a single C4H3I molecule from the Open Molecules 2025 dataset. Energies are from ωB97M-V/def2-TZVPD.

Properties
LUMO level (eV): -0.3
Frontier orbital gap (eV): 7.66
2S+1: 1

The geometry in XYZ format:
```
8
C4H3I | the Open Molecules 2025 dataset | ωB97M-V/def2-TZVPD
C -0.64 -0.36 0.23
C 1.51 -1.10 -0.12
C 0.41 -0.40 -0.88
C 0.34 -0.72 0.90
I 3.25 0.06 -0.03
H -1.73 -0.32 0.68
H 0.52 0.54 -1.47
H 0.97 -0.20 1.63
```

=====

Relative energy table, unit hartree: run i 0.0033; run ii 0.0000

=====

Run i
Here is 2 unconnected molecules or ions with the total composition C2H8 from the Open Molecules 2025 dataset. Energies are from ωB97M-V/def2-TZVPD.

Properties
LUMO level (eV): 1.2
Frontier orbital gap (eV): 13.43
2S+1: 1
Structure (SMILES): C.C

The geometry in XYZ format:
```
10
C2H8 | the Open Molecules 2025 dataset | ωB97M-V/def2-TZVPD
C -0.42 -0.92 1.29
H 0.13 -0.18 1.81
H -1.31 -0.72 0.69
H -0.58 -1.83 1.91
H 0.28 -1.21 0.48
C 0.42 0.94 -1.25
H 1.12 1.58 -0.77
H 0.35 -0.11 -0.95
H 0.57 0.97 -2.35
H -0.57 1.36 -1.06
```

=====

Run ii
Here is 2 unconnected molecules or ions with the total composition C2H8 from the Open Molecules 2025 dataset. Energies are from ωB97M-V/def2-TZVPD.

Properties
LUMO level (eV): 1.1
Frontier orbital gap (eV): 14.42
2S+1: 1
Structure (SMILES): C.C

The geometry in XYZ format:
```
10
C2H8 | the Open Molecules 2025 dataset | ωB97M-V/def2-TZVPD
C -1.66 3.14 1.89
H -1.31 2.38 1.17
H -2.58 3.60 1.51
H -0.88 3.92 2.01
H -1.85 2.67 2.86
C 2.70 -2.22 2.56
H 1.61 -2.30 2.50
H 3.03 -1.26 2.15
H 3.16 -3.04 1.99
H 3.02 -2.29 3.61
```

=====

Relative energy table, unit hartree: run i 0.0149; run ii 0.0000